Entry 1:
Computed, not measured: C4H8O3 as an isolated structure in a non-equilibrium geometry, with ωB97M-V with the def2-TZVPD basis set.

Geometry as XYZ:
```
15
Properties=species:S:1:pos:R:3:forces:R:3:nbo_charge:R:1
O -0.631 -0.424 -0.928 -0.81 0.29 0.43 -0.5063
C -0.358 0.851 -1.566 -0.11 0.37 -0.33 -0.0748
C -0.097 1.509 -0.208 -0.15 0.27 -0.02 -0.5578
C -0.587 0.190 0.328 -1.02 0.09 0.08 0.8164
O -1.029 -0.199 1.367 0.12 0.17 -0.71 -0.5712
C 1.530 -1.113 0.849 0.65 -0.11 -0.31 -0.2600
O 0.905 -1.990 1.745 -0.01 -0.11 0.15 -0.7242
H 0.901 -0.837 0.000 0.74 -0.24 0.67 0.1741
H -1.282 1.160 -2.046 0.11 0.27 -0.18 0.1935
H 0.471 0.841 -2.279 -0.11 -0.29 0.19 0.1952
H -0.776 2.296 0.107 0.08 0.23 -0.15 0.2438
H 0.941 1.791 -0.007 -0.26 -0.25 0.08 0.2507
H 2.300 -1.649 0.309 0.62 -0.31 0.39 0.1842
H 1.966 -0.226 1.343 -0.10 -0.25 -0.16 0.1503
H 0.075 -1.580 2.036 0.24 -0.13 -0.14 0.4861
```
Positions in Å, forces in eV/Å.

Summary:
Highest occupied orbital energy: -9.923 eV
ΔE to the lowest compared entry with this formula, charge and spin: 254.2 kJ/mol
E_LUMO: 0.7 eV
Electronic energy: -10418.3690 eV


Entry 2:
Computed, not measured: a 9-piece molecular cluster, C25H57N8O11 overall in a non-equilibrium geometry, with ωB97M-V with the def2-TZVPD basis set.

Geometry as XYZ:
```
101
Properties=species:S:1:pos:R:3:forces:R:3:lowdin_charge:R:1
O -0.400 0.906 -1.395 0.43 0.34 0.42 -0.0044
C -0.613 -0.072 -0.435 -1.31 -3.26 2.05 -0.7733
O -0.492 0.269 0.768 0.29 1.40 -0.97 -0.0309
O -0.960 -1.232 -0.788 0.27 1.47 -1.43 -0.0276
H -0.070 1.589 -0.780 0.11 0.23 -0.73 0.0513
C -1.549 3.824 -0.428 -0.06 0.19 0.73 -0.0025
C -1.617 5.280 -0.063 -1.16 0.59 -0.85 -0.5472
O -2.634 5.949 -0.239 0.45 -0.29 0.63 0.0319
N -0.465 5.859 0.356 0.71 -0.11 0.72 0.0072
C -0.391 7.199 0.870 0.21 0.74 0.10 -0.0916
H -1.108 3.805 -1.423 -0.02 -0.62 0.01 0.0980
H -2.540 3.381 -0.373 -0.13 0.25 -0.55 0.0989
H -0.993 3.261 0.322 0.58 -0.01 -0.45 0.0462
H 0.421 5.419 0.172 -0.23 -0.45 0.17 0.1020
H -1.183 7.457 1.572 -0.47 -0.26 -0.47 0.0862
H -0.352 7.923 0.052 -0.18 0.21 0.21 0.0826
H 0.493 7.344 1.500 0.29 -0.33 -0.37 0.0705
C 3.057 4.649 -1.849 -0.65 -0.21 -0.01 0.0063
C 2.529 4.027 -0.564 0.77 0.07 -0.69 -0.5669
O 1.737 3.114 -0.578 -0.63 -0.13 0.15 0.0610
N 3.057 4.549 0.571 -0.35 0.21 0.37 0.0086
C 2.504 4.277 1.884 0.19 0.37 0.34 -0.0628
H 3.529 5.611 -1.664 0.32 -0.09 -0.21 0.0686
H 2.205 4.797 -2.514 -0.06 0.11 0.13 0.0852
H 3.677 3.926 -2.378 0.34 0.15 0.19 0.0861
H 3.748 5.270 0.487 -0.02 0.11 -0.05 0.1227
H 1.920 5.122 2.268 -0.11 0.00 -0.24 0.0718
H 3.319 4.157 2.599 -0.08 -0.43 -0.02 0.0830
H 1.851 3.409 1.835 0.21 -0.16 0.02 0.0784
C 0.724 -5.997 -2.378 0.28 -0.60 0.47 -0.0319
C 0.060 -4.741 -1.820 1.18 -0.31 0.68 -0.5650
O 0.107 -4.542 -0.620 -0.26 -0.18 -0.41 0.0535
N -0.459 -3.851 -2.687 -0.80 0.89 -0.16 0.0388
C -0.424 -3.895 -4.121 0.61 -0.44 -0.65 -0.0906
H 0.000 -6.730 -2.741 0.02 0.17 -0.38 0.0739
H 1.223 -6.483 -1.538 -0.23 0.14 0.19 0.0736
H 1.542 -5.838 -3.084 -0.42 0.25 -0.41 0.0673
H -0.815 -3.007 -2.236 0.24 0.02 0.07 0.1080
H 0.406 -3.338 -4.572 0.08 0.18 0.29 0.0607
H -1.315 -3.512 -4.619 -0.25 -0.05 0.37 0.0797
H -0.248 -4.918 -4.460 -0.30 -0.06 0.07 0.0706
C -4.604 -5.681 -0.562 -0.37 0.17 0.96 -0.0090
C -3.608 -4.549 -0.373 0.70 0.72 -0.48 -0.5400
O -2.717 -4.572 0.442 -0.16 -0.77 0.46 0.0674
N -3.696 -3.462 -1.212 -0.77 0.10 -0.58 0.0287
C -4.832 -3.079 -2.022 -0.30 -0.46 -0.42 -0.1126
H -4.128 -6.659 -0.537 0.37 0.17 -0.53 0.0784
H -5.271 -5.531 -1.404 0.08 -0.35 -0.13 0.0494
H -5.203 -5.730 0.355 -0.16 0.30 -0.13 0.0831
H -2.991 -2.742 -1.115 0.29 -0.17 0.52 0.1143
H -4.725 -3.286 -3.095 0.38 0.07 0.03 0.0796
H -5.042 -2.015 -1.927 -0.03 0.00 0.19 0.0706
H -5.728 -3.637 -1.753 -0.02 0.23 0.32 0.0637
C 2.122 0.870 3.588 -0.22 0.58 0.28 -0.0157
C 2.002 -0.536 4.161 -0.55 1.33 -1.24 -0.5614
O 1.372 -1.377 3.574 0.26 -0.46 0.67 0.1039
N 2.701 -0.731 5.307 0.07 -1.79 0.71 -0.0060
C 2.806 -2.067 5.877 1.55 0.19 0.71 -0.0887
H 1.293 1.100 2.917 0.10 -0.51 -0.28 0.0663
H 3.081 0.944 3.070 -0.07 0.09 -0.10 0.0687
H 2.079 1.666 4.343 0.28 -0.22 0.22 0.0681
H 3.229 -0.046 5.807 -0.12 0.56 -0.43 0.1158
H 2.147 -2.215 6.732 -0.32 -0.22 -0.26 0.0746
H 3.834 -2.147 6.268 -0.19 0.11 0.25 0.0718
H 2.805 -2.895 5.175 -0.82 0.32 -0.39 0.0847
C 3.229 -0.254 -0.031 0.11 0.14 0.13 0.0022
C 2.947 -1.740 0.122 -1.58 0.64 0.18 -0.5449
O 1.988 -2.086 0.777 0.86 -0.50 -0.12 0.0923
N 3.678 -2.553 -0.691 0.51 0.41 1.06 -0.0095
C 3.419 -3.968 -0.846 -0.13 0.52 -1.96 -0.0692
H 4.255 -0.005 -0.321 -0.09 0.00 -0.18 0.0647
H 2.980 0.277 0.885 0.03 -0.23 0.11 0.0568
H 2.500 0.112 -0.758 0.21 0.05 -0.18 0.0813
H 4.463 -2.087 -1.107 0.16 -0.50 -0.27 0.1109
H 2.773 -4.004 -1.734 -0.25 -0.60 0.28 0.0706
H 2.896 -4.450 -0.028 0.18 0.28 0.28 0.0885
H 4.337 -4.458 -1.178 0.05 -0.19 0.55 0.0746
C -1.644 1.164 5.398 0.97 1.02 -0.14 -0.0090
C -1.561 0.803 3.932 -0.64 -1.12 -0.25 -0.5655
O -1.646 -0.373 3.645 -0.01 -0.12 0.08 0.0616
N -1.508 1.753 2.965 0.14 0.93 0.46 0.0223
C -1.613 3.185 3.118 -0.23 0.13 -0.49 -0.0911
H -1.019 0.476 5.962 -0.28 -0.33 -0.07 0.0760
H -2.687 1.104 5.698 0.02 0.03 0.18 0.0809
H -1.221 2.154 5.603 -0.40 0.09 0.10 0.0530
H -1.622 1.439 2.005 0.54 -0.70 0.13 0.1042
H -1.160 3.640 3.999 -0.06 -0.47 0.26 0.0709
H -2.663 3.490 3.045 0.06 0.31 0.17 0.0863
H -1.083 3.637 2.279 -0.05 0.13 -0.01 0.0454
C -3.060 -0.027 -3.471 0.23 1.03 0.32 0.0128
C -2.029 -0.430 -4.495 -0.55 0.00 -0.26 -0.5620
O -2.384 -0.842 -5.597 0.27 -0.08 -0.16 -0.0079
N -0.749 -0.255 -4.125 -0.48 0.09 -0.38 0.0313
C 0.368 -0.437 -5.026 0.09 -0.24 0.71 -0.0690
H -2.589 0.447 -2.609 -0.04 -0.60 0.31 0.0643
H -3.724 -0.845 -3.215 0.12 -0.09 0.09 0.0507
H -3.667 0.790 -3.872 -0.07 -0.29 -0.42 0.0844
H -0.579 -0.017 -3.155 0.19 0.09 0.03 0.0887
H 0.950 -1.262 -4.609 0.47 0.19 -0.29 0.0637
H 0.947 0.487 -5.057 0.22 -0.12 -0.02 0.0771
H 0.068 -0.702 -6.035 -0.39 0.02 0.11 0.0788
```
Positions in Å, forces in eV/Å.

Summary:
Highest occupied orbital energy: -4.797 eV
ΔE to the lowest compared entry with this formula, charge and spin: 281.7 kJ/mol
E_LUMO: 1.9 eV
Total charge: -1
Electronic energy: -61296.8499 eV